Entry 1:
The following is a DFT calculation (wB97M-V/def2-TZVPD) of a 7-piece molecular cluster, C18H34O15S3 overall.

Summary:
ΔE to the lowest compared entry with this formula, charge and spin, kcal per mole: 28.4
Total charge: 0
Kohn-Sham gap, eV: 8.421
Molecular weight, g mol⁻¹: 586.66

Last column: Löwdin charge in e.
Element x y z (Å)
C (-0.080, 4.309, -0.564)  -0.092
C (0.421, 4.925, 0.734)  -0.099
O (-0.408, 6.125, 0.828)  0.056
C (-0.687, 6.496, -0.442)  -0.577
O (-1.082, 7.606, -0.728)  0.130
O (-0.393, 5.518, -1.306)  0.067
H (-0.880, 3.617, -0.299)  0.121
H (0.689, 3.813, -1.155)  0.110
H (1.444, 5.301, 0.751)  0.133
H (0.367, 4.138, 1.485)  0.118
C (-0.211, -1.181, -0.705)  -0.100
C (0.422, -0.100, 0.194)  -0.110
O (-0.368, 0.975, -0.234)  0.072
C (-1.543, 0.546, -0.569)  -0.617
O (-2.501, 1.165, -0.977)  0.145
O (-1.535, -0.766, -0.457)  0.056
H (0.003, -2.144, -0.240)  0.118
H (0.031, -1.187, -1.767)  0.143
H (1.480, 0.069, -0.011)  0.119
H (0.269, -0.291, 1.256)  0.135
C (3.732, -3.558, 0.243)  -0.143
C (3.554, -2.136, -0.284)  -0.098
O (3.237, -1.449, 0.928)  0.014
C (2.614, -2.405, 1.726)  -0.505
O (1.827, -2.154, 2.653)  0.107
O (2.862, -3.639, 1.311)  0.094
H (4.735, -3.947, 0.414)  0.138
H (3.374, -4.320, -0.449)  0.134
H (2.726, -2.038, -0.986)  0.123
H (4.445, -1.675, -0.710)  0.140
C (2.631, 1.185, -5.366)  -0.078
C (3.417, 0.183, -4.538)  -0.101
O (3.077, 0.565, -3.222)  0.064
C (2.167, 1.512, -3.176)  -0.567
O (1.672, 1.912, -2.088)  0.091
O (1.807, 1.805, -4.372)  0.106
H (2.011, 0.887, -6.211)  0.139
H (3.267, 1.983, -5.751)  0.133
H (4.482, 0.405, -4.606)  0.138
H (3.118, -0.825, -4.825)  0.135
C (-6.130, -0.313, 2.259)  -0.270
S (-5.418, -0.570, 0.590)  0.814
O (-6.295, -1.497, -0.189)  -0.545
C (-5.645, 1.241, 0.142)  -0.241
H (-6.999, 0.334, 2.371)  0.049
H (-5.328, 0.054, 2.900)  0.048
H (-6.426, -1.276, 2.675)  0.047
H (-4.933, 1.951, 0.561)  0.051
H (-6.636, 1.517, 0.503)  0.034
H (-5.628, 1.369, -0.940)  0.049
C (4.290, 0.246, 3.907)  -0.268
S (3.596, 1.844, 4.479)  0.859
O (4.260, 2.817, 3.535)  -0.584
C (1.995, 1.547, 3.637)  -0.262
H (3.678, -0.524, 4.377)  0.043
H (5.331, 0.049, 4.163)  0.052
H (4.216, 0.133, 2.825)  0.038
H (2.107, 1.078, 2.659)  0.034
H (1.477, 2.497, 3.500)  0.042
H (1.379, 0.810, 4.151)  0.053
C (-3.796, -3.638, 0.136)  -0.289
S (-3.008, -5.277, 0.263)  0.854
O (-4.089, -6.165, -0.361)  -0.588
C (-1.792, -4.963, -1.081)  -0.261
H (-3.104, -2.898, 0.537)  0.026
H (-4.707, -3.522, 0.724)  0.042
H (-4.004, -3.342, -0.893)  0.065
H (-2.258, -4.843, -2.059)  0.063
H (-1.077, -5.781, -1.167)  0.042
H (-1.248, -4.103, -0.690)  0.014

Entry 2:
The following is a DFT calculation (wB97M-V/def2-TZVPD) of C18H35AuN6O5Se2 as an isolated structure.

Summary:
2S+1: 3
Total charge: +2
Kohn-Sham gap (spin up / spin down), eV: 8.199 / 6.677
Molecular weight, g mol⁻¹: 770.40
⟨S²⟩: 2.01

Last column: Löwdin charge in e.
Element x y z (Å)
Au (-0.761, -0.597, 0.008)  0.738
C (-4.089, -2.337, -0.376)  -0.299
Se (-2.952, -1.218, -1.485)  1.089
C (-3.725, 0.541, -1.080)  -0.496
C (-3.741, 0.908, 0.387)  -0.492
Se (-1.938, 1.266, 1.088)  1.031
C (-2.271, 0.788, 2.934)  -0.304
H (-4.839, -2.779, -1.026)  0.051
H (-4.565, -1.749, 0.400)  0.031
H (-3.477, -3.122, 0.061)  0.032
H (-4.737, 0.526, -1.485)  0.092
H (-3.129, 1.231, -1.678)  0.076
H (-4.192, 0.141, 1.010)  0.058
H (-4.316, 1.824, 0.517)  0.092
H (-3.103, 1.389, 3.293)  0.051
H (-1.371, 1.044, 3.487)  0.043
H (-2.488, -0.271, 3.024)  0.044
N (2.550, -0.076, -0.257)  0.124
C (3.044, 1.174, -0.008)  -0.231
C (4.483, 1.246, 0.442)  -0.140
C (5.429, 0.527, -0.542)  -0.162
C (5.637, 1.212, -1.897)  -0.133
N (4.384, 1.501, -2.605)  0.088
C (3.585, 0.618, -3.190)  -0.441
N (3.926, -0.668, -3.256)  0.238
N (2.407, 1.007, -3.678)  0.223
C (1.841, 2.047, 1.388)  -0.495
O (2.479, 2.941, 1.828)  0.189
O (0.799, 1.439, 1.321)  -0.074
H (2.728, -0.785, 0.445)  0.121
H (1.611, -0.126, -0.631)  0.039
H (2.730, 1.904, -0.748)  0.123
H (4.585, 0.752, 1.411)  0.134
H (4.773, 2.288, 0.578)  0.127
H (5.050, -0.485, -0.702)  0.087
H (6.412, 0.430, -0.079)  0.128
H (6.280, 0.588, -2.522)  0.128
H (6.147, 2.165, -1.775)  0.138
H (4.058, 2.452, -2.565)  0.159
H (4.841, -0.975, -2.970)  0.118
H (3.386, -1.304, -3.819)  0.123
H (2.124, 1.971, -3.646)  0.135
H (1.693, 0.339, -3.937)  0.084
C (-1.232, -4.955, -1.484)  -0.059
C (0.215, -5.307, -1.142)  -0.141
C (1.229, -4.166, -1.430)  -0.306
C (2.629, -4.597, -0.958)  -0.151
C (3.716, -3.571, -1.271)  -0.070
C (1.269, -3.960, -2.936)  -0.406
O (1.651, -4.807, -3.698)  0.151
N (0.862, -2.718, -3.426)  0.218
C (0.383, -1.657, -2.684)  -0.576
O (0.108, -0.588, -3.216)  0.003
N (0.277, -1.852, -1.335)  -0.027
C (0.754, -2.953, -0.662)  -0.487
O (0.725, -2.929, 0.561)  0.054
H (-1.892, -5.773, -1.201)  0.092
H (-1.361, -4.777, -2.555)  0.090
H (-1.555, -4.058, -0.945)  0.041
H (0.529, -6.169, -1.729)  0.133
H (0.299, -5.554, -0.084)  0.132
H (2.865, -5.537, -1.455)  0.133
H (2.577, -4.776, 0.116)  0.130
H (3.840, -3.459, -2.352)  0.070
H (4.671, -3.902, -0.864)  0.090
H (3.478, -2.594, -0.841)  0.047
H (0.843, -2.617, -4.432)  0.172